1.
The following is a quantum chemistry calculation of C38H40BrF2NNbO4S as an isolated structure in a non-equilibrium geometry, from OMol25.

Results
Net charge: -1
LUMO: 0.0119 Ha
Orbital gap: 4.996 eV
Maximum force: 3.03 eV Å⁻¹
Highest occupied orbital energy: -4.67 eV
E: -5056.423129 Eh

Element x y z (Å)
1 C 1.69 2.85 -3.29
2 C 0.23 2.08 -3.33
3 S -0.53 2.04 -5.08
4 C -2.42 1.77 -4.94
5 Nb -2.93 -0.23 -3.98
6 Br -4.74 -0.64 -5.93
7 C -1.39 -1.16 -5.43
8 N -0.02 -1.36 -4.83
9 C -4.64 0.57 -2.73
10 F -4.73 -0.03 -1.34
11 C -4.73 2.18 -2.52
12 C -3.49 2.75 -1.59
13 C -3.33 -2.35 -3.25
14 F -4.79 -2.62 -3.46
15 C -2.96 -2.69 -1.70
16 C -1.49 -2.20 -1.18
17 H 2.27 2.72 -4.32
18 H 2.33 2.36 -2.42
19 H 1.60 4.00 -3.05
20 H -0.55 2.53 -2.56
21 H 0.43 0.97 -2.97
22 H -2.82 2.73 -4.42
23 H -2.86 1.76 -6.04
24 H -1.66 0.11 -2.71
25 H -1.81 -2.18 -5.86
26 H -1.35 -0.41 -6.36
27 H 0.65 -0.93 -5.51
28 H 0.08 -0.98 -3.87
29 H -5.65 0.23 -3.25
30 H -4.83 2.78 -3.55
31 H -5.73 2.43 -1.93
32 H -2.53 2.06 -1.59
33 H -3.19 3.84 -1.94
34 H -3.91 2.80 -0.49
35 H -2.73 -3.11 -3.93
36 H -2.96 -3.88 -1.62
37 H -3.78 -2.35 -0.91
38 H -1.67 -1.20 -0.54
39 H -0.70 -1.99 -2.01
40 H -1.04 -2.99 -0.41
41 C 4.79 -1.57 4.19
42 C 4.46 -1.10 2.92
43 C 3.66 -1.87 2.07
44 C 3.20 -3.12 2.49
45 C 3.55 -3.61 3.75
46 C 4.34 -2.82 4.61
47 C 3.12 -4.95 4.18
48 O 3.42 -5.38 5.29
49 C 2.32 -5.78 3.26
50 C 1.94 -7.07 3.63
51 C 1.18 -7.86 2.77
52 C 0.77 -7.35 1.54
53 C 1.14 -6.05 1.16
54 C 1.93 -5.27 2.02
55 C 2.35 -3.92 1.59
56 O 1.99 -3.47 0.51
57 H 5.40 -0.97 4.85
58 H 4.82 -0.12 2.59
59 H 3.40 -1.49 1.09
60 H 4.61 -3.19 5.60
61 H 2.26 -7.48 4.59
62 H 0.89 -8.87 3.06
63 H 0.16 -7.95 0.87
64 H 0.82 -5.66 0.19
65 C -2.00 1.61 1.18
66 C -2.53 1.98 2.41
67 C -1.86 2.90 3.22
68 C -0.63 3.43 2.79
69 C -0.08 3.04 1.57
70 C -0.78 2.13 0.76
71 C 1.23 3.55 1.14
72 O 1.71 3.21 0.07
73 C 1.96 4.48 2.03
74 C 3.24 4.93 1.66
75 C 3.93 5.82 2.48
76 C 3.35 6.27 3.67
77 C 2.08 5.82 4.04
78 C 1.39 4.91 3.22
79 C 0.07 4.41 3.65
80 O -0.44 4.80 4.69
81 H -2.53 0.90 0.54
82 H -3.48 1.56 2.74
83 H -2.28 3.19 4.17
84 H -0.36 1.83 -0.20
85 H 3.69 4.59 0.73
86 H 4.92 6.17 2.19
87 H 3.89 6.97 4.31
88 H 1.64 6.16 4.97

These are the Mulliken partial charges, in e, on atoms 1 to 5: atom 1 (C): -0.7624, atom 2 (C): 0.3517, atom 3 (S): -0.1838, atom 4 (C): -0.6273, atom 5 (Nb): -0.5452



2.
The following is a quantum chemistry calculation of C38H41AuN7O4Te as an isolated structure, from OMol25.

Results
Spin multiplicity: 2
Net charge: -2
LUMO (alpha / beta): 0.1561 / 0.1561 Ha
Orbital gap (alpha / beta): 5.173 / 5.627 eV
Maximum force: 0.78 eV Å⁻¹
Highest occupied orbital energy (alpha / beta): -0.93 / -1.38 eV
E: -2560.376323 Eh
Relative energy (zero: lowest compared OMol25 entry of this formula, charge and spin): 347.24 kJ/mol

Element x y z (Å)
1 Au -1.39 -1.03 -1.35
2 O -2.86 -2.62 -0.57
3 N -4.05 -2.36 -0.84
4 N -4.30 -1.11 -1.05
5 O -3.40 -0.15 -0.95
6 C -5.62 -0.76 -1.46
7 C -6.62 -1.72 -1.60
8 C -7.89 -1.32 -1.99
9 C -8.17 0.01 -2.26
10 C -7.16 0.95 -2.12
11 C -5.88 0.57 -1.72
12 H -6.39 -2.76 -1.40
13 H -8.67 -2.07 -2.10
14 H -9.16 0.32 -2.57
15 H -7.35 1.99 -2.33
16 H -5.07 1.28 -1.61
17 C 0.88 -3.70 1.43
18 C -0.26 -3.06 2.18
19 C -1.01 -3.87 3.03
20 C -2.13 -3.40 3.71
21 C -2.51 -2.09 3.48
22 C -1.80 -1.25 2.63
23 C -2.29 0.16 2.40
24 C -0.62 -1.70 1.97
25 N -0.01 -0.77 1.17
26 H 1.07 -4.70 1.82
27 H 1.82 -3.15 1.50
28 H 0.65 -3.78 0.37
29 H -0.70 -4.90 3.16
30 H -2.69 -4.05 4.37
31 H -3.41 -1.70 3.95
32 H -1.77 0.87 3.05
33 H -3.36 0.23 2.61
34 H -2.11 0.46 1.37
35 N -1.84 0.18 -5.77
36 C -1.63 -0.16 -4.44
37 O -2.24 -1.11 -3.96
38 C -0.62 0.64 -3.74
39 C 0.12 1.58 -4.50
40 N 0.70 2.35 -5.15
41 C -0.45 0.54 -2.35
42 N 0.55 1.23 -1.77
43 H -1.61 1.12 -6.06
44 H -2.70 -0.19 -6.14
45 C 0.29 -3.43 -3.02
46 C 1.19 -2.67 -2.06
47 O 2.37 -3.05 -1.91
48 N 0.63 -1.62 -1.47
49 Te 1.69 -0.81 0.24
50 C 2.94 0.14 2.12
51 C 2.78 -0.14 3.49
52 C 1.59 -0.91 4.01
53 C 3.71 0.31 4.43
54 C 4.84 1.03 4.07
55 C 5.83 1.52 5.09
56 C 5.04 1.26 2.71
57 C 4.12 0.82 1.76
58 C 4.46 1.12 0.31
59 C 1.34 1.18 -0.58
60 C 1.18 2.37 0.33
61 C 0.79 2.24 1.78
62 C 1.38 3.59 -0.18
63 C 1.93 3.88 -1.51
64 C 2.13 5.32 -1.90
65 C 2.29 2.88 -2.31
66 C 1.95 1.48 -2.00
67 C 2.73 0.44 -2.78
68 H 0.85 -4.25 -3.48
69 H -0.09 -2.76 -3.79
70 H -0.58 -3.83 -2.50
71 H 1.49 -1.88 3.52
72 H 0.65 -0.38 3.82
73 H 1.68 -1.08 5.08
74 H 3.54 0.09 5.48
75 H 5.46 1.35 6.11
76 H 6.01 2.59 4.98
77 H 6.79 1.01 5.00
78 H 5.92 1.80 2.39
79 H 5.53 1.30 0.19
80 H 3.93 2.00 -0.06
81 H 4.20 0.29 -0.36
82 H 0.44 1.23 2.00
83 H -0.02 2.94 1.99
84 H 1.63 2.47 2.43
85 H 1.20 4.44 0.47
86 H 2.21 5.97 -1.03
87 H 1.28 5.67 -2.50
88 H 3.03 5.45 -2.51
89 H 2.79 3.07 -3.25
90 H 2.34 0.37 -3.79
91 H 2.70 -0.56 -2.35
92 H 3.78 0.76 -2.84

These are the Mulliken partial charges, in e, on atoms 1 to 5: atom 1 (Au): 1.5486, atom 2 (O): -0.3750, atom 3 (N): -0.5470, atom 4 (N): 1.0531, atom 5 (O): -0.7394



3.
The following is a quantum chemistry calculation of C38H41BiN5S3Si2 as an isolated structure, from OMol25.

Results
Net charge: +1
LUMO: -0.1329 Ha
Orbital gap: 6.241 eV
Maximum force: 0.62 eV Å⁻¹
Highest occupied orbital energy: -9.86 eV
E: -3734.483117 Eh

Element x y z (Å)
1 Bi -0.36 0.20 1.15
2 N 4.22 1.96 0.58
3 C 4.60 0.64 0.53
4 C 5.79 0.02 0.14
5 C 5.84 -1.35 0.27
6 C 4.76 -2.08 0.80
7 C 3.59 -1.46 1.18
8 C 3.51 -0.07 1.03
9 N 2.47 0.81 1.34
10 C 2.95 1.99 1.07
11 C 2.23 3.23 1.36
12 C 2.66 4.50 1.12
13 S 1.54 5.61 1.76
14 C 0.56 4.31 2.28
15 N 1.02 3.13 2.00
16 H 4.79 2.76 0.35
17 H 6.63 0.58 -0.24
18 H 6.74 -1.88 -0.02
19 H 4.85 -3.15 0.91
20 H 2.77 -2.02 1.60
21 H 3.55 4.84 0.62
22 H -0.37 4.48 2.79
23 S -2.46 -1.44 0.28
24 C -1.80 -2.30 -1.01
25 N -2.42 -2.35 -2.18
26 C -1.77 -2.90 -3.37
27 C -0.95 -4.10 -3.01
28 N -0.05 -3.77 -1.92
29 C 1.29 -4.39 -2.00
30 C 2.22 -3.55 -2.84
31 C 2.78 -2.39 -2.30
32 C 3.62 -1.60 -3.07
33 C 3.89 -1.95 -4.39
34 C 3.34 -3.10 -4.92
35 C 2.50 -3.90 -4.15
36 C -0.44 -3.04 -0.87
37 S 0.42 -2.86 0.51
38 C -3.69 -1.63 -2.45
39 C -3.45 -0.32 -3.16
40 C -3.43 -0.27 -4.55
41 C -3.20 0.92 -5.21
42 C -3.00 2.09 -4.49
43 C -3.04 2.05 -3.10
44 C -3.26 0.85 -2.44
45 H -1.16 -2.12 -3.83
46 H -2.55 -3.18 -4.08
47 H -0.37 -4.41 -3.87
48 H -1.60 -4.93 -2.71
49 H 1.16 -5.38 -2.44
50 H 1.67 -4.51 -0.99
51 H 2.59 -2.13 -1.26
52 H 4.06 -0.71 -2.64
53 H 4.55 -1.33 -4.98
54 H 3.56 -3.38 -5.94
55 H 2.09 -4.81 -4.57
56 H -4.21 -1.49 -1.51
57 H -4.28 -2.30 -3.08
58 H -3.62 -1.18 -5.12
59 H -3.19 0.95 -6.30
60 H -2.84 3.02 -5.00
61 H -2.91 2.96 -2.54
62 H -3.30 0.83 -1.35
63 C 1.21 0.20 4.48
64 Si -0.52 0.09 3.80
65 C -1.38 -1.44 4.42
66 C -1.44 1.65 4.31
67 C -1.45 1.95 5.67
68 C -2.05 3.10 6.16
69 C -2.68 3.97 5.27
70 C -2.70 3.67 3.92
71 C -2.09 2.52 3.42
72 Si -2.32 2.05 1.61
73 C -4.07 1.36 1.54
74 C -2.23 3.50 0.43
75 H 1.18 0.15 5.57
76 H 1.66 1.15 4.19
77 H 1.86 -0.60 4.12
78 H -1.47 -1.38 5.51
79 H -0.84 -2.35 4.17
80 H -2.39 -1.52 4.01
81 H -0.96 1.29 6.38
82 H -2.04 3.32 7.22
83 H -3.15 4.87 5.64
84 H -3.20 4.35 3.24
85 H -4.78 2.13 1.22
86 H -4.36 1.04 2.54
87 H -4.21 0.51 0.86
88 H -3.01 4.24 0.64
89 H -2.37 3.14 -0.59
90 H -1.26 4.01 0.46

These are the Mulliken partial charges, in e, on atoms 1 to 5: atom 1 (Bi): 0.8462, atom 2 (N): -0.0337, atom 3 (C): 0.5084, atom 4 (C): -1.2305, atom 5 (C): -0.4844



> Which of these has the lowest maximum force?

C38H41BiN5S3Si2